No. 1
This record from the Open Molecules 2025 dataset describes a 3-piece molecular cluster, C3H11NO4 overall at a distorted geometry. The level of theory is ωB97M-V/def2-TZVPD.

The geometry in ORCA input format:
```
! RIJCOSX wB97M-V def2-TZVPD def2/J DEFGRID3
* xyz 0 1
O -1.50 -0.68 -2.50
C -1.18 -0.21 -1.44
C 0.15 -0.44 -0.77
C -0.04 -1.29 0.50
O 0.87 -2.38 0.54
N 0.71 0.90 -0.49
H -1.89 0.44 -0.89
H 0.87 -0.97 -1.38
H 0.24 -0.70 1.37
H -1.08 -1.61 0.67
H 0.77 -2.92 -0.25
H 1.73 0.82 -0.52
H 0.51 1.16 0.48
H 0.43 3.50 -2.78
H 0.02 2.36 -1.82
O -0.27 3.21 -2.19
H 0.51 -0.85 4.08
H -0.88 -0.28 3.59
O 0.04 -0.06 3.80
*
```

Output
DFT total energy in eV: -12968.5041
LUMO level in eV: 0.52
Energy relative to the best compared isomer or geometry (same formula, charge and spin) in kcal/mol: 58.9
SMILES: N[C@H](C=O)CO.O.O
Gap between HOMO and LUMO in eV: 10.32
HOMO level in Eh: -0.3603
F_max in eV Å⁻¹: 1.1

***

No. 2
This record from the Open Molecules 2025 dataset describes a 3-piece molecular cluster, C3H11NO4 overall at a distorted geometry. The level of theory is ωB97M-V/def2-TZVPD.

The geometry in ORCA input format:
```
! RIJCOSX wB97M-V def2-TZVPD def2/J DEFGRID3
* xyz 0 1
O -1.26 0.99 -1.56
C -0.80 0.10 -0.94
O -0.58 -1.10 -1.62
C -0.35 0.08 0.59
C 0.68 -1.02 0.83
N 0.25 1.41 0.70
H -0.87 -1.83 -1.06
H -1.29 -0.10 1.10
H 0.83 -1.16 1.91
H 0.39 -1.99 0.43
H 1.69 -0.73 0.55
H 0.29 1.86 1.60
H 1.16 1.39 0.25
H -4.33 0.58 -1.22
H -2.99 -0.23 -0.77
O -3.92 -0.05 -0.64
H 4.06 0.90 0.58
H 3.51 0.63 -0.81
O 3.50 0.29 0.09
*
```

Output
DFT total energy in eV: -12968.7894
LUMO level in eV: 0.41
Energy relative to the best compared isomer or geometry (same formula, charge and spin) in kcal/mol: 52.4
SMILES: C[C@@H](N)C(=O)O.O.O
Gap between HOMO and LUMO in eV: 9.81
HOMO level in Eh: -0.3452
F_max in eV Å⁻¹: 2.6

***

Q: Which of these has the highest energy relative to the best compared isomer or geometry (same formula, charge and spin)?
A: number 1